(1)
Below is a structure of composition C15H33AuN4SSi3 at a distorted geometry, with properties calculated with wB97M-V/def2-TZVPD.

## Properties
- Frontier orbital gap (alpha / beta): 5.87 / 5.88 eV
- Charge: +2

Positions of all 57 atoms, in Å:
1 H 1.12295 3.42710 -1.75114
2 H 4.20398 2.01508 -1.47467
3 C -0.86795 1.42936 2.84050
4 C 3.00172 -1.83910 0.80752
5 H -6.55576 0.37478 0.57178
6 H 3.50134 2.54017 0.03844
7 H -0.90589 2.18082 3.62414
8 H 3.10716 -2.87793 1.11056
9 C 0.29822 -1.86279 2.38629
10 H -0.88180 0.46355 3.32965
11 N -5.67208 0.01272 0.89338
12 H 0.70586 -1.35330 3.25226
13 H 3.56860 -1.25078 1.52102
14 H 2.77332 -0.02633 -3.33139
15 C -4.53660 0.16985 0.22269
16 Si 1.17377 -1.32783 0.79151
17 C 0.97361 2.45244 -2.19940
18 H -0.77077 -1.67293 2.35385
19 H 1.10444 -4.19518 0.03366
20 N -0.62427 -1.74045 -1.37189
21 H 1.16951 -0.62483 -2.96283
22 C -0.36336 -4.44592 -1.51692
23 C 0.83591 0.50002 0.25480
24 H 2.55743 -1.22983 -2.07924
25 H -3.55169 0.41050 -2.60708
26 H 3.14425 1.80373 2.37448
27 S -3.13180 -0.49380 0.87777
28 H 3.48634 -1.73685 -0.15773
29 N -4.56303 0.85557 -0.93582
30 Au -1.26415 0.42077 -0.60875
31 H -0.09624 2.25879 -2.23895
32 H -0.27900 -5.52236 -1.54176
33 H 2.12664 2.35054 3.68781
34 H 0.27135 4.13598 1.85896
35 H 1.33296 2.51136 -3.22212
36 C -1.33746 -2.41393 -2.26201
37 H -1.99408 -1.84732 -2.90659
38 H -1.78262 1.51954 2.26386
39 C 0.40548 -3.71151 -0.62756
40 H 0.42597 -2.92725 2.56254
41 Si 1.91559 1.07086 -1.26090
42 H -5.45540 1.21347 -1.26943
43 H 4.16622 0.92188 -0.10834
44 H 1.41477 3.79651 0.57919
45 C 3.60415 1.69032 -0.62834
46 N -3.44651 0.99126 -1.77207
47 Si 0.69535 1.69143 1.77589
48 H -1.84709 -4.32423 -3.08468
49 C 2.12111 -0.34412 -2.52450
50 C -1.24267 -3.79069 -2.36598
51 H -5.65938 -0.48166 1.77434
52 C 0.23735 -2.33262 -0.57457
53 C 0.50122 3.45554 1.04741
54 H -0.30392 3.50978 0.32577
55 H 2.31708 0.63812 3.39443
56 H -3.35109 1.96015 -2.07499
57 C 2.22095 1.60151 2.90517

Okay, here come the Mulliken numbers, in e, for every atom: number 1, H, carries 0.34; number 2, H, carries 0.45; number 3, C, carries -0.98; number 4, C, carries -1.06; number 5, H, carries 0.21; number 6, H, carries 0.34; number 7, H, carries 0.46; number 8, H, carries 0.41; number 9, C, carries -1.11; number 10, H, carries 0.36; number 11, N, carries -0.39; number 12, H, carries 0.39; number 13, H, carries 0.39; number 14, H, carries 0.53; number 15, C, carries 0.83; number 16, Si, carries -0.70; number 17, C, carries -0.98; number 18, H, carries 0.30; number 19, H, carries 0.45; number 20, N, carries 0.19; number 21, H, carries 0.26; number 22, C, carries -0.54; number 23, C, carries 0.66; number 24, H, carries 0.26; number 25, H, carries 0.30; number 26, H, carries 0.34; number 27, S, carries -0.45; number 28, H, carries 0.36; number 29, N, carries -0.21; number 30, Au, carries 0.54; number 31, H, carries 0.22; number 32, H, carries 0.47; number 33, H, carries 0.42; number 34, H, carries 0.45; number 35, H, carries 0.42; number 36, C, carries -0.36; number 37, H, carries 0.43; number 38, H, carries 0.28; number 39, C, carries -0.87; number 40, H, carries 0.40; number 41, Si, carries 0.30; number 42, H, carries 0.22; number 43, H, carries 0.33; number 44, H, carries 0.31; number 45, C, carries -1.00; number 46, N, carries -0.64; number 47, Si, carries 0.00; number 48, H, carries 0.46; number 49, C, carries -1.05; number 50, C, carries -0.78; number 51, H, carries 0.22; number 52, C, carries 0.87; number 53, C, carries -1.04; number 54, H, carries 0.31; number 55, H, carries 0.34; number 56, H, carries 0.32; number 57, C, carries -0.98

=====

(2)
Below is a structure of composition C3H4N3S at a distorted geometry, with properties calculated with wB97M-V/def2-TZVPD.

## Properties
- Energy above the lowest of the compared OMol25 structures with the same formula, charge and spin: 361.2 kJ/mol
- Frontier orbital gap: 6.31 eV
- Charge: -1

Positions of all 11 atoms, in Å:
1 C 1.80500 0.60789 0.60543
2 H -0.25803 1.50794 0.91747
3 N 2.31017 -0.30788 -0.15130
4 N -1.09529 -0.77688 -1.08324
5 H -1.33244 -1.44066 -0.44192
6 N 1.45776 -0.98787 -0.77718
7 H 2.34538 0.80508 1.51570
8 C -0.18886 -0.08016 -0.38529
9 H -0.49437 -1.23425 -1.92957
10 C 0.31230 0.72686 0.50782
11 S 1.32360 -2.06167 -2.03677

Okay, here come the Mulliken numbers, in e, for every atom: number 1, C, carries -0.28; number 2, H, carries 0.38; number 3, N, carries -0.70; number 4, N, carries -0.70; number 5, H, carries 0.28; number 6, N, carries 0.28; number 7, H, carries 0.27; number 8, C, carries 0.40; number 9, H, carries 0.23; number 10, C, carries -0.56; number 11, S, carries -0.59

=====

(3)
Below is a structure of composition C24H43BrDyN9O5Si at a distorted geometry, with properties calculated with wB97M-V/def2-TZVPD.

## Properties
- Energy above the lowest of the compared OMol25 structures with the same formula, charge and spin: 19.6 kJ/mol
- Frontier orbital gap (alpha / beta): 9.01 / 9.01 eV
- Multiplicity: 6
- ⟨S²⟩: 9.327
- Charge: +2

Positions of all 84 atoms, in Å:
1 O -1.13673 3.05901 -0.64908
2 O -2.77625 0.86114 -1.28610
3 C 2.50736 -1.90499 4.15479
4 C -1.53333 2.47385 -4.70611
5 C 2.62733 5.26599 -1.94736
6 H 1.50804 0.51856 3.57314
7 H -1.95791 -3.70608 0.91726
8 H 0.22678 -3.39806 -0.34419
9 O -2.72271 4.62135 -0.74076
10 Dy -0.59586 1.36763 -1.53978
11 H -1.49330 -5.39112 1.12451
12 H 2.58840 -1.70564 0.71686
13 H 1.26999 -0.36734 -4.13830
14 C 2.94624 -1.97457 1.70647
15 H 1.78094 -4.79826 2.75705
16 N 0.68872 -0.73225 -3.38334
17 C -0.94617 -0.21092 4.29631
18 N 0.88373 5.24923 -3.58722
19 C 1.98215 -1.45740 2.78128
20 H 0.48800 -5.11677 -0.04627
21 C 0.67160 -4.11545 0.33629
22 H 1.28360 -1.24517 -2.72629
23 C 0.03291 -3.99491 1.72510
24 C -2.93346 4.46136 -3.50056
25 N -2.55216 -2.19869 -3.91217
26 H 3.92876 -1.52982 1.85168
27 H -3.57035 5.04566 -5.47090
28 H 0.59807 -6.00385 2.28083
29 C 1.83314 2.73327 -1.30672
30 H -2.37723 -2.99688 -4.50109
31 H -2.92109 -2.44814 2.58195
32 H -3.48925 -2.05129 -3.53671
33 H 3.04465 0.40563 2.74004
34 H -1.94609 -4.45033 2.52629
35 C -2.98030 4.36172 -4.88126
36 C -1.59131 -1.38940 -3.51692
37 C 0.71756 -4.99477 2.66924
38 H 0.28269 -4.96608 3.66289
39 C 2.00867 0.07558 2.72184
40 H 2.75836 2.90045 1.45672
41 H 3.49805 -1.48571 4.31925
42 C -1.24847 -1.59861 3.71484
43 H -0.06596 -2.36644 -4.48769
44 H -1.66490 -3.57696 4.54685
45 H -0.84220 0.53005 3.50922
46 N -0.31515 -1.57511 -3.90088
47 H 2.58561 -2.98687 4.21951
48 H -0.38311 -2.70765 5.38397
49 H 3.06600 -3.05111 1.77159
50 N -1.47284 2.56472 -3.37345
51 C 3.37415 2.69111 0.57931
52 C -2.61178 -1.50598 3.01714
53 N 2.81742 3.35692 -0.57863
54 H -2.59549 -0.75183 2.23591
55 H 0.06487 4.82633 -3.99055
56 O 1.52142 1.54682 -1.04612
57 Br -0.47698 -0.68014 0.11282
58 H 1.86512 -1.56353 4.96026
59 H -0.97454 1.65689 -5.15257
60 C 3.21436 4.60147 -0.92350
61 N -2.83709 -0.09843 -2.04051
62 H -1.77570 0.09737 4.92822
63 H 1.54849 0.44425 1.80974
64 C 1.54874 4.62304 -2.61946
65 C -1.43809 -4.40047 1.56975
66 C -2.24165 3.35895 -5.49816
67 C -2.14616 3.56651 -2.77957
68 H 4.01788 5.02790 -0.34224
69 H 2.94630 6.25631 -2.22080
70 H -3.48564 5.21024 -2.95217
71 N 1.21009 3.36707 -2.30777
72 H 1.74267 -3.96301 0.36202
73 H -0.05377 -0.21800 4.91446
74 H 4.38583 3.04761 0.75618
75 H -2.06367 -2.23873 5.61030
76 H -3.36100 -1.21323 3.74896
77 H 3.38025 1.61787 0.39810
78 Si 0.17627 -2.19355 2.50534
79 H -2.22751 3.25355 -6.57109
80 C -1.34002 -2.59710 4.88127
81 C -2.01781 3.77488 -1.23899
82 O -3.80601 -0.80038 -2.13818
83 N -1.74876 -0.30833 -2.74105
84 H 1.09655 6.20903 -3.81109

Okay, here come the Mulliken numbers, in e, for every atom: number 1, O, carries -0.45; number 2, O, carries -0.50; number 3, C, carries -1.71; number 4, C, carries -0.25; number 5, C, carries -1.10; number 6, H, carries 0.28; number 7, H, carries 0.34; number 8, H, carries 0.19; number 9, O, carries -0.67; number 10, Dy, carries -0.51; number 11, H, carries 0.60; number 12, H, carries 0.28; number 13, H, carries 0.31; number 14, C, carries -2.03; number 15, H, carries 0.34; number 16, N, carries -0.37; number 17, C, carries -1.88; number 18, N, carries -0.29; number 19, C, carries 2.66; number 20, H, carries 0.56; number 21, C, carries -1.63; number 22, H, carries 0.25; number 23, C, carries 2.44; number 24, C, carries -0.71; number 25, N, carries -0.30; number 26, H, carries 0.59; number 27, H, carries 0.48; number 28, H, carries 0.51; number 29, C, carries 0.58; number 30, H, carries 0.19; number 31, H, carries 0.32; number 32, H, carries 0.21; number 33, H, carries 0.64; number 34, H, carries 0.37; number 35, C, carries -0.50; number 36, C, carries 0.62; number 37, C, carries -1.73; number 38, H, carries 0.38; number 39, C, carries -1.88; number 40, H, carries 0.35; number 41, H, carries 0.51; number 42, C, carries 2.45; number 43, H, carries 0.15; number 44, H, carries 0.31; number 45, H, carries 0.31; number 46, N, carries -0.24; number 47, H, carries 0.37; number 48, H, carries 0.38; number 49, H, carries 0.44; number 50, N, carries 0.53; number 51, C, carries -1.04; number 52, C, carries -1.73; number 53, N, carries 0.13; number 54, H, carries 0.33; number 55, H, carries 0.14; number 56, O, carries -0.62; number 57, Br, carries 0.63; number 58, H, carries 0.35; number 59, H, carries 0.38; number 60, C, carries -0.10; number 61, N, carries 1.13; number 62, H, carries 0.63; number 63, H, carries 0.14; number 64, C, carries 0.94; number 65, C, carries -2.04; number 66, C, carries -0.81; number 67, C, carries 0.78; number 68, H, carries 0.45; number 69, H, carries 0.39; number 70, H, carries 0.60; number 71, N, carries -0.20; number 72, H, carries 0.32; number 73, H, carries 0.35; number 74, H, carries 0.42; number 75, H, carries 0.52; number 76, H, carries 0.55; number 77, H, carries 0.28; number 78, Si, carries -1.46; number 79, H, carries 0.47; number 80, C, carries -1.71; number 81, C, carries 0.26; number 82, O, carries -0.80; number 83, N, carries -0.06; number 84, H, carries 0.23

=====

(4)
Below is a cluster of 2 separate species, C4H4FNO2 in total at a distorted geometry, with properties calculated with wB97M-V/def2-TZVPD.

## Properties
- Energy above the lowest of the compared OMol25 structures with the same formula, charge and spin: 523.5 kJ/mol
- Frontier orbital gap: 8.79 eV

Positions of all 12 atoms, in Å:
1 H -2.65476 -0.95356 1.04792
2 F 2.80420 -0.14351 0.01074
3 H 0.67325 -2.17634 -0.40951
4 H 0.19991 1.79723 1.23398
5 C 0.72759 -1.04503 -0.03385
6 C 0.50168 1.27621 0.12898
7 O -1.78738 -1.56768 0.12688
8 H 1.00979 2.18426 -0.50136
9 O -1.95001 1.38823 -0.10878
10 N -0.73844 -0.63127 -0.26912
11 C 1.42189 0.07424 0.09158
12 C -0.88412 0.74366 -0.14149

Okay, here come the Mulliken numbers, in e, for every atom: number 1, H, carries 0.38; number 2, F, carries -0.27; number 3, H, carries 0.30; number 4, H, carries 0.22; number 5, C, carries -0.32; number 6, C, carries -0.39; number 7, O, carries -0.49; number 8, H, carries 0.30; number 9, O, carries -0.58; number 10, N, carries 0.16; number 11, C, carries 0.41; number 12, C, carries 0.29

=====

(5)
Below is a structure of composition C15H23CaNO3P at a distorted geometry, with properties calculated with wB97M-V/def2-TZVPD.

## Properties
- Frontier orbital gap (alpha / beta): 2.85 / 2.76 eV
- Multiplicity: 2
- ⟨S²⟩: 0.755
- Charge: +2

Positions of all 44 atoms, in Å:
1 H 0.32219 3.26142 -2.23482
2 C -0.00238 -1.61356 1.27035
3 C -2.53948 2.12330 0.45254
4 C 2.07964 -1.39643 -1.36380
5 P 0.06778 1.17202 -2.66581
6 H -1.70455 -0.53129 -1.49079
7 N -2.04227 -0.24848 0.98609
8 C -2.02001 -2.57297 0.26898
9 H 2.40174 1.70100 -0.04321
10 O -1.44863 1.79697 -2.68625
11 H -2.74258 -2.52256 -0.53205
12 C 0.20226 0.29638 -0.96355
13 H -2.05892 2.08348 2.85908
14 H -1.32064 -3.36893 0.00203
15 H -1.11178 0.61470 3.03973
16 H -2.89255 1.87832 -0.54117
17 O 0.92573 2.52677 -2.43307
18 H 0.66870 1.30611 0.92459
19 O -3.26756 -0.36097 0.66899
20 H 1.40074 -2.11192 -1.79994
21 C -1.21470 1.53841 2.45055
22 H -0.15188 2.29667 -0.21477
23 C -1.18078 -1.28313 0.38539
24 Ca 0.13559 -2.23634 4.00404
25 C -0.13824 1.29123 0.19766
26 H -3.35865 2.17808 1.15727
27 H 0.61275 -2.43057 0.89899
28 H -2.08328 1.12535 -2.95800
29 C -0.78073 -0.87801 -1.02675
30 C 3.97318 0.32013 -0.31545
31 H 5.40468 -1.25885 -0.68190
32 C 2.63797 0.70692 -0.39122
33 C 1.65222 -0.14231 -0.90733
34 C -1.48418 1.13714 0.96044
35 H -0.45726 -1.85916 2.25787
36 H -0.33907 2.17083 2.55412
37 H 0.62467 -0.73157 1.45060
38 H 4.72615 0.97398 0.09794
39 H -0.43142 -1.70510 -1.62809
40 H 3.69087 -2.77148 -1.63202
41 H -2.08338 3.11067 0.43353
42 C 4.37802 -0.93985 -0.74935
43 C 3.41695 -1.78780 -1.28304
44 H -2.46693 -2.85860 1.22162

Okay, here come the Mulliken numbers, in e, for every atom: number 1, H, carries 0.34; number 2, C, carries -3.00; number 3, C, carries -1.49; number 4, C, carries -0.25; number 5, P, carries -0.08; number 6, H, carries 0.55; number 7, N, carries 0.71; number 8, C, carries -1.58; number 9, H, carries 0.47; number 10, O, carries -0.50; number 11, H, carries 0.37; number 12, C, carries 3.77; number 13, H, carries 0.41; number 14, H, carries 0.50; number 15, H, carries 0.11; number 16, H, carries 0.27; number 17, O, carries -0.45; number 18, H, carries 0.72; number 19, O, carries -0.61; number 20, H, carries 0.34; number 21, C, carries -1.33; number 22, H, carries 0.64; number 23, C, carries 2.29; number 24, Ca, carries 1.86; number 25, C, carries -2.56; number 26, H, carries 0.50; number 27, H, carries 0.50; number 28, H, carries 0.35; number 29, C, carries -2.95; number 30, C, carries -1.05; number 31, H, carries 0.46; number 32, C, carries -0.14; number 33, C, carries -0.56; number 34, C, carries 1.30; number 35, H, carries -0.30; number 36, H, carries 0.31; number 37, H, carries 1.31; number 38, H, carries 0.44; number 39, H, carries 0.56; number 40, H, carries 0.46; number 41, H, carries 0.46; number 42, C, carries -0.57; number 43, C, carries -0.94; number 44, H, carries 0.38

=====

(6)
Below is the molecule C5H9NO at a distorted geometry, with properties calculated with wB97M-V/def2-TZVPD.

## Properties
- Energy above the lowest of the compared OMol25 structures with the same formula, charge and spin: 155.6 kJ/mol
- Frontier orbital gap: 10.07 eV
- SMILES string: O=CN1CCCC1

Positions of all 16 atoms, in Å:
1 H -1.59217 1.23543 1.51541
2 H -0.31895 2.10572 -0.16515
3 H -0.13670 -2.07822 -0.15856
4 N 0.38441 0.00949 -0.09158
5 O 2.32213 0.67677 -1.24973
6 C -0.68214 1.05247 -0.34946
7 H 1.81745 -1.21723 -0.82543
8 H -1.46950 -0.91340 2.20386
9 C -1.40951 -0.85467 1.14114
10 C -1.72946 0.57124 0.65275
11 C -0.10944 -1.22930 0.53261
12 H -2.07006 -1.52457 0.80104
13 H 0.65698 -1.55555 1.25975
14 H -1.12854 0.96842 -1.43423
15 C 1.55148 -0.10068 -0.78932
16 H -2.75198 0.86437 0.31600

Okay, here come the Mulliken numbers, in e, for every atom: number 1, H, carries 0.18; number 2, H, carries 0.28; number 3, H, carries 0.39; number 4, N, carries 0.12; number 5, O, carries -0.51; number 6, C, carries -0.46; number 7, H, carries 0.25; number 8, H, carries 0.32; number 9, C, carries -0.58; number 10, C, carries -0.54; number 11, C, carries -0.70; number 12, H, carries 0.31; number 13, H, carries 0.31; number 14, H, carries 0.25; number 15, C, carries -0.01; number 16, H, carries 0.38

=====

What is the formula in the second record? C3H4N3S